# 1
Entry from the Open Molecules 2025 dataset: a single C4H10N2O molecule (ωB97M-V/def2-TZVPD).

Molar mass, g mol⁻¹: 102.1
Lowest unoccupied orbital energy, eV: 0.81
Structure (SMILES): NCCCNC=O
Frontier orbital gap, Eh: 0.3751
Total charge: 0

XYZ file:
```
17
Properties=species:S:1:pos:R:3:forces:R:3:lowdin_charge:R:1
O 2.62769 1.86884 -1.85042 -1.528 -0.548 0.517 -0.009
C 2.18965 1.33985 -0.83977 1.199 -1.688 0.331 -0.352
N 1.14991 0.37332 -0.69761 2.776 2.010 1.591 0.025
C 0.93768 -0.26862 0.71539 -4.231 2.472 -4.874 -0.082
C -0.61605 0.04297 1.05899 1.302 -0.487 -0.504 -0.179
C -1.70449 -0.24327 0.02856 -1.226 4.285 1.816 -0.359
N -1.40683 -1.25611 -0.90707 0.485 1.505 -0.523 0.028
H 2.87028 1.45184 0.07485 -1.400 0.000 -0.266 0.135
H 0.82544 0.05397 -1.58684 -0.730 -0.639 -0.057 0.103
H 1.30005 -1.25959 0.70343 0.078 -1.057 0.384 0.093
H 1.40702 0.42101 1.29449 2.022 1.224 2.050 0.051
H -0.80715 1.07792 1.40701 0.815 -0.503 -0.158 0.116
H -0.82983 -0.58458 1.86377 -0.275 -1.040 1.810 0.066
H -1.93169 0.81916 -0.37427 0.440 -1.884 -0.553 0.127
H -2.66293 -0.37641 0.65339 1.091 -0.380 -0.767 0.123
H -1.03804 -1.97340 -0.35576 0.576 -1.879 0.536 0.057
H -2.31068 -1.48689 -1.18813 -1.393 -1.390 -1.331 0.056
```
Positions in Å, forces in eV/Å.

# 2
Entry from the Open Molecules 2025 dataset: C4H10BN as an isolated structure (ωB97M-V/def2-TZVPD).

Molar mass, g mol⁻¹: 82.9
Lowest unoccupied orbital energy, eV: 0.81
Frontier orbital gap, Eh: 0.3596
Total charge: 0

XYZ file:
```
16
Properties=species:S:1:pos:R:3:forces:R:3:lowdin_charge:R:1
B 1.45562 0.16755 -0.30409 1.085 -0.933 -3.271 -0.424
C 0.55385 0.62074 0.75967 -2.365 1.558 5.506 -0.171
C -0.91271 0.05989 0.60366 1.360 0.938 2.906 -0.204
C -0.52868 -1.13671 -0.91011 5.391 -1.238 -0.976 -0.208
C -0.79214 -1.46227 0.46279 -1.125 -0.823 1.816 -0.152
N 0.62321 -0.57392 -1.20741 -1.429 -1.490 -1.172 0.128
H 2.62951 0.43302 -0.58697 -0.851 -0.416 0.573 0.074
H 0.87551 0.02231 1.72132 -0.052 0.841 -1.494 0.144
H 0.52456 1.67026 1.24489 0.196 -1.305 -1.308 0.121
H -1.42441 0.41988 1.47938 -0.880 -0.115 0.314 0.113
H -1.38514 0.37233 -0.30987 -0.635 1.213 -0.054 0.111
H -1.31792 -1.44820 -1.52010 -0.926 0.357 -1.991 0.116
H -1.71966 -2.02758 0.64897 -0.001 0.488 -0.352 0.117
H -0.05471 -1.99799 1.07980 0.271 0.792 -0.410 0.131
H 0.53206 2.67376 -1.37067 0.157 -0.094 -0.186 0.060
H 0.94103 2.20694 -1.79127 -0.193 0.227 0.100 0.045
```
Positions in Å, forces in eV/Å.

# 3
Entry from the Open Molecules 2025 dataset: a 2-piece molecular cluster, C2H8NO overall (ωB97M-V/def2-TZVPD).

Molar mass, g mol⁻¹: 62.1
Lowest unoccupied orbital energy, eV: 4.31
Frontier orbital gap, Eh: 0.2483
Total charge: -1

XYZ file:
```
12
Properties=species:S:1:pos:R:3:forces:R:3:lowdin_charge:R:1
O 2.64170 0.19627 0.73417 0.699 -0.783 0.014 -0.639
H 3.46898 -0.34270 0.77543 -0.970 0.627 -0.034 -0.192
C -0.07670 0.07391 -1.20562 -0.757 1.053 1.026 -0.177
N -0.17751 -0.55537 0.17023 -3.912 1.441 -3.222 -0.170
C -1.38173 0.06541 0.78683 1.931 -2.435 2.049 -0.190
H 0.40850 -0.68890 -1.75810 0.820 -0.138 -1.160 0.032
H -1.09832 0.31785 -1.73664 1.527 -0.779 1.331 0.079
H 0.48646 1.07149 -1.18196 -0.446 -1.432 -0.089 0.080
H 0.72609 -0.59521 0.54365 2.019 0.930 1.488 -0.004
H -1.43066 1.14756 0.80691 0.096 0.481 -0.219 0.045
H -1.40393 -0.29898 1.89087 -0.428 0.568 -1.756 0.087
H -2.16288 -0.39133 0.17422 -0.580 0.467 0.571 0.048
```
Positions in Å, forces in eV/Å.

# 4
Entry from the Open Molecules 2025 dataset: a single C5H8OS2 molecule (ωB97M-V/def2-TZVPD).

Molar mass, g mol⁻¹: 148.3
Lowest unoccupied orbital energy, eV: 0.63
Structure (SMILES): O[C@@]12CSC[C@@]1(S)C2
Frontier orbital gap, Eh: 0.3326
Total charge: 0

XYZ file:
```
16
Properties=species:S:1:pos:R:3:forces:R:3:lowdin_charge:R:1
C 0.41273 0.99240 -0.48169 -0.091 -0.503 -0.322 -0.541
C 0.78713 -0.20950 -1.33300 -0.505 0.237 -0.619 -0.366
C 0.28884 -0.47248 1.36744 -0.578 0.399 -0.131 -0.402
C -0.60816 0.40670 0.51273 -0.272 -0.245 0.254 -0.727
C -0.70937 1.84269 0.05104 -0.147 0.270 0.209 -0.045
H 1.64886 2.37921 0.04111 0.117 -2.121 0.392 0.147
H 1.68843 -0.08088 -1.94787 -0.308 0.077 0.242 0.082
H -0.05589 -0.57796 -1.94154 0.490 0.179 0.269 0.059
H 0.98442 0.13309 1.93697 0.129 -0.255 0.073 0.077
H -0.27489 -1.15768 1.99951 0.139 0.001 -0.047 0.073
H -1.50121 -1.69178 -0.19758 -0.055 0.137 -0.056 -0.127
H -0.40822 2.69085 0.68356 0.001 -0.453 -0.364 0.122
H -1.60994 2.03613 -0.51204 -0.027 0.036 -0.098 0.085
O 1.58934 1.38116 0.18736 0.498 2.669 -0.214 -0.068
S 1.17327 -1.41909 0.02083 0.125 -0.420 0.198 0.836
S -2.06160 -0.46460 -0.16209 0.484 -0.008 0.214 0.795
```
Positions in Å, forces in eV/Å.